C16H48O8 | the ωB97M-V functional and the def2-TZVPD basis

Summary:
- Energy above the lowest of the compared OMol25 structures with the same formula, charge and spin: 48.56 kcal/mol
- E_HOMO: -9.214 eV
- E_tot: -1240.23068 a.u.
- SMILES: CCO.CCO.CCO.CCO.CCO.CCO.CCO.CCO

```
! RIJCOSX wB97M-V def2-TZVPD def2/J DEFGRID3
* xyz 0 1
O -0.75586 -5.76521 1.08592
O 2.64792 -2.00371 -1.56488
O -2.57714 4.31655 1.24245
O -5.01632 3.08658 0.86050
O 0.45234 -2.71110 -3.43718
O 2.48977 -2.35976 1.39955
O 2.04128 4.33569 -0.14192
O 0.02443 2.55975 0.57399
C -2.23369 5.68537 1.51040
C -0.14829 -4.88859 0.13053
C -0.69660 -1.88771 -3.40070
C -1.62677 -2.32183 -4.52756
C -0.40031 1.63368 -0.40783
C -4.67378 1.74622 0.63020
C 3.73250 -4.18789 -1.50943
C -5.47389 0.85415 1.59821
C 1.66845 -3.67724 3.22494
C -0.98393 -3.59882 0.08800
C 3.16402 4.40052 0.72250
C 3.81702 -2.71349 -1.92807
C 0.32532 0.31291 -0.26077
C 4.49788 4.16840 0.03078
C -3.46174 6.50618 1.13668
C 1.85758 -2.26641 2.68312
H 4.47832 3.24753 -0.55322
H -4.94872 1.45174 -0.38859
H 3.06119 3.70246 1.55319
H -1.21964 -2.03029 -5.49322
H -1.79116 3.75000 1.19862
H -0.11845 -0.47841 -0.87307
H -0.32283 -2.72449 0.12234
H 3.15684 5.39355 1.18802
H -0.16100 2.00032 -1.41125
H 0.79777 3.09531 0.31612
H -3.20094 7.52695 0.84754
H 0.97657 -2.60236 -2.62998
H 5.27173 4.12910 0.79601
H 2.45152 -2.08879 -0.62098
H 3.70987 -4.24096 -0.41626
H -2.60748 -1.85507 -4.41210
H -5.37645 -0.19913 1.32369
H 1.39761 0.37480 -0.45291
H -1.46901 1.47087 -0.28044
H -0.44729 -0.82610 -3.52187
H 4.72934 4.97965 -0.66311
H 2.57119 -4.28461 3.28306
H 0.88104 -1.79865 2.56918
H 3.26723 -2.89969 1.58344
H -1.17385 -2.01337 -2.42205
H -1.60764 -3.55109 0.98010
H 0.89959 -4.16926 2.62974
H 4.66475 -2.28207 -1.38443
H -6.51295 1.16771 1.62101
H 2.37955 -1.60960 3.38194
H -1.78322 -3.39808 -4.46555
H 3.98186 -2.65811 -2.99985
H -4.22066 3.66105 0.87109
H -5.00956 0.92310 2.58418
H 0.25561 -0.11183 0.74848
H -4.12149 6.58162 2.00534
H -4.08645 6.11077 0.33885
H -1.94651 5.76359 2.55994
H -1.59502 -3.45729 -0.80109
H 2.85681 -4.64822 -1.95585
H 1.25193 -3.65702 4.23711
H 0.87967 -4.63853 0.40338
H -1.37206 6.00624 0.91821
H -0.18763 -5.30097 -0.88187
H -0.64279 -6.66376 0.75847
H -3.60886 1.56854 0.80320
H 2.22809 4.68502 -1.01597
H 4.71339 -4.62640 -1.71801
*
```

=====

C16H49N3O7 | the ωB97M-V functional and the def2-TZVPD basis

Summary:
- Energy above the lowest of the compared OMol25 structures with the same formula, charge and spin: 0.00 kcal/mol
- E_HOMO: -8.633 eV
- E_tot: -1329.87930 a.u.
- SMILES: COC[C@H](C)N.COC[C@H](C)N.COC[C@H](C)N.CCO.CCO.O.O

```
! RIJCOSX wB97M-V def2-TZVPD def2/J DEFGRID3
* xyz 0 1
O -0.75677 5.01716 1.22272
O 2.29306 -3.32273 1.08573
O -4.09550 -2.16085 -1.96425
O 0.53095 -3.95678 -3.72805
O -1.14469 -2.14155 -2.10911
O -0.02395 -2.74130 5.81330
O -0.09027 3.39680 -2.35346
N -1.51099 1.03115 -2.82429
N 0.87017 1.76398 0.68170
N 0.69579 -1.15529 2.59375
C 2.61224 -3.37224 -2.70064
C -0.37412 1.44547 -3.66668
C -0.31048 2.38768 2.72990
C 0.69679 -2.35722 4.65772
C 0.36347 4.16797 1.11064
C -1.38153 -0.89661 -0.06823
C -0.13520 -1.46998 3.76653
C 0.12561 4.78218 -2.30457
C 1.70465 -4.51453 -3.11842
C -0.54152 0.89011 -5.05846
C 0.48213 -3.91217 6.40606
C -0.40417 -1.49183 -1.06970
C -0.32846 2.94888 -3.67583
C -0.08367 2.73065 1.26726
C -1.45449 -2.11535 3.37132
C -0.44568 6.36693 0.99594
H 3.46649 -3.77723 -2.15950
H 1.41788 -5.09415 -2.23518
H 0.26014 -2.21056 -0.58943
H 1.04911 -3.22098 4.07148
H -1.43841 0.02645 -2.68798
H -0.92030 -0.10289 0.51942
H -1.29996 3.33297 -4.02466
H -0.34797 -0.54022 4.30311
H 1.11307 -1.98358 2.18600
H 0.88836 4.34333 0.15411
H 1.11829 4.42654 1.87641
H -1.02127 2.58124 0.72600
H 1.57213 -3.86302 6.50721
H 0.17698 -4.79877 5.84041
H 1.59743 -1.80119 4.95902
H -1.95058 -2.58854 4.22746
H 0.63698 2.42304 3.28042
H 0.56659 1.06967 -3.23401
H 2.57777 -4.23902 1.02947
H 0.45356 3.33564 -4.34414
H -0.06271 -4.68077 -3.94910
H -3.17544 -2.45418 -1.97706
H -1.48238 1.16890 -5.53031
H -1.37498 6.89711 0.79534
H 2.20669 -5.16880 -3.83657
H -4.10500 -1.40569 -2.55897
H 0.10658 -0.60925 -1.47129
H -0.66330 1.36118 2.83365
H -1.00151 3.08485 3.19972
H 0.05721 -3.97756 7.40791
H 0.19242 6.47703 0.10655
H -2.14635 -1.42677 2.89039
H -1.30269 -2.96843 2.69879
H 2.06270 -2.70593 -2.03333
H 1.02455 5.06598 -2.86752
H 0.30120 1.20215 -5.68836
H -0.52854 -2.59243 -2.70230
H 0.06380 6.82226 1.85218
H 0.26023 5.07131 -1.26273
H 2.94643 -2.79768 -3.56264
H -2.19206 -0.38978 -0.60064
H 1.06548 2.09962 -0.26253
H -0.73695 5.33229 -2.70320
H 1.76552 1.86921 1.15941
H 0.13925 -0.67315 1.90469
H -0.48658 -0.20253 -5.08573
H 3.10524 -2.80760 1.10931
H -1.40062 1.42109 -1.89239
H -1.84788 -1.65174 0.56023
*
```